28
Properties=species:S:1:pos:R:3:forces:R:3 method="wB97M-V/def2-TZVPD" multiplicity=2 orbital_gap_ev="10.1 / 5.7" max_force_ha_per_bohr=0.1589 lumo_energy_ev="-6.66 / -11.09" total_charge=+2 homo_energy_ha="-0.6152 / -0.6152" e_tot_ev=-21800.2067
C 0.500 -2.822 0.075 -6.2 1.9 2.5
S -1.113 1.257 0.820 -1.5 1.6 -1.5
H 0.763 -3.486 2.181 -1.8 2.3 -1.1
H 2.976 -1.315 -2.131 -0.6 -0.5 0.8
C -1.890 2.706 -1.684 1.9 -0.6 -2.9
H -2.164 2.644 -2.795 -0.3 -0.6 1.6
H -1.448 3.007 2.428 0.1 -0.1 -0.7
N 2.726 -0.727 -1.333 -0.3 -0.6 0.9
H 0.205 -3.786 -0.235 0.8 -1.5 -0.2
H -0.262 -2.253 -0.582 1.3 0.0 0.7
H 3.053 0.185 -1.520 0.4 1.3 0.4
H -0.567 0.935 -1.567 -0.4 -0.1 0.2
H -1.021 -2.964 1.681 1.5 0.3 0.2
C -1.867 2.783 1.427 0.7 1.5 -0.4
N 1.801 -2.462 0.022 6.9 0.0 -4.5
H 2.304 0.734 0.845 -0.8 -2.4 0.4
H -2.662 3.053 -1.121 -2.5 1.3 1.1
H 0.163 -1.657 2.017 0.0 -0.5 -0.1
C 2.183 -1.101 -0.158 -0.3 -1.9 0.2
H -1.721 3.627 0.659 0.5 -1.2 1.1
H -1.142 3.476 -1.827 0.7 0.0 0.9
H 2.378 -3.139 -0.672 -1.5 2.3 2.0
H -2.944 2.923 1.572 -0.3 -1.2 -0.2
H 1.542 -0.678 1.762 0.8 0.4 -0.9
N 1.984 -0.294 0.907 0.7 1.8 -1.6
H -2.372 0.661 -1.215 1.1 0.4 0.1
C 0.082 -2.670 1.592 -0.7 -3.0 0.2
C -1.486 1.363 -1.144 -0.2 -0.8 0.8